Entry from OMol25: the molecule C8H14FNO2S (wB97M-V/def2-TZVPD).

Element x y z (Å)
C  1.82765  -1.68825  -0.49832
C  0.79246  -1.20640  0.59186
C  1.29754  -0.37684  1.70985
C  0.06640  -2.41893  1.32188
O  -0.27180  -0.56307  -0.21375
C  -1.14876  0.27546  0.24201
N  -2.26068  -0.09764  0.82116
S  -3.34466  1.03951  1.36594
O  -1.12994  1.58337  0.04261
C  -0.30536  2.09676  -0.93390
F  1.04086  2.01573  -0.58008
C  -0.65825  1.67765  -2.35772
C  -0.77104  3.08243  -1.82040
H  1.26088  -2.03949  -1.43906
H  2.58679  -0.95079  -0.72281
H  2.48305  -2.60841  -0.11485
H  2.25547  0.07602  1.46488
H  1.53320  -0.89096  2.53985
H  0.63435  0.45028  2.00440
H  0.80745  -3.02781  1.91669
H  -0.74062  -2.09668  2.02121
H  -0.34455  -2.95424  0.52145
H  -2.31146  -0.99291  1.36675
H  -1.47992  0.93952  -2.41241
H  0.14210  1.47836  -3.11842
H  -0.09924  3.88579  -2.06161
H  -1.86193  3.31153  -1.65721

Output
HOMO-LUMO gap (alpha / beta): 7.54 / 7.54 eV
relative energy (zero: lowest compared OMol25 entry of this formula, charge and spin): 1.995 eV
strongest force on any atom: 4.4 eV Å⁻¹
structure (SMILES): CC(C)(C)O/C(=[NH+]/[S-])OC1(F)CC1
2S+1: 1
HOMO energy (alpha / beta): -7.0 / -7.0 eV
molecular weight: 207.270 u

Entry from OMol25: a cluster of 2 separate species, C8H14FNOS in total (wB97M-V/def2-TZVPD).

Element x y z (Å)
C  1.20591  2.72723  0.29858
C  0.75002  1.49599  -0.32134
C  1.95037  0.59748  -0.49268
C  1.54212  -0.68724  -1.23544
C  0.38797  -1.33160  -0.57915
C  -0.76054  -1.50289  -1.31119
C  -1.91544  -2.06037  -0.79217
N  -2.72622  -2.70441  -0.29834
C  0.49168  -1.98304  0.80248
O  -0.25075  -1.21487  1.73251
H  2.09100  3.21926  -0.10521
H  1.54019  2.52223  1.35609
H  0.42186  3.49432  0.50845
H  0.06231  0.90778  0.42058
H  0.22517  1.71794  -1.28324
H  2.53810  0.52992  0.50434
H  2.53273  1.21488  -1.10082
H  2.47921  -1.39358  -1.32537
H  1.19175  -0.60366  -2.33459
H  -0.88526  -1.06362  -2.20185
H  1.42900  -2.04865  1.30073
H  0.16146  -3.02818  0.63076
H  -1.13295  -1.41481  1.86931
F  -4.86897  1.84970  1.75623
S  -3.90479  0.91244  0.85322
H  -4.55592  -0.15223  1.34812

Output
HOMO-LUMO gap: 9.69 eV
relative energy (zero: lowest compared OMol25 entry of this formula, charge and spin): 0.000 eV
strongest force on any atom: 4.3 eV Å⁻¹
structure (SMILES): CCCC/C(=C/C#N)CO.FS
2S+1: 1
HOMO energy: -9.6 eV
molecular weight: 191.271 u

Entry from OMol25: a structure of composition C8H14InOP (wB97M-V/def2-TZVPD).

Element x y z (Å)
C  -0.47394  0.52137  -3.36232
C  -1.28942  1.61377  -2.94778
C  -0.42948  2.61186  -2.39373
C  0.92165  2.21126  -2.60577
C  0.90170  0.88674  -3.13989
In  1.28613  -1.30010  0.20855
P  0.11146  -3.52181  -0.41301
H  -0.81725  -0.42325  -3.77692
H  -2.37378  1.66563  -3.01557
H  -0.75125  3.55205  -1.95192
H  1.77011  0.26446  -3.35568
H  1.81472  2.78568  -2.36307
H  0.91329  -4.45476  -1.16416
H  -1.09291  -3.37945  -1.19082
H  -0.30978  -4.25488  0.75240
C  1.01814  -0.61602  3.29085
C  0.06133  0.16816  2.47972
C  -1.08064  0.83074  3.15408
O  0.17791  0.31213  1.21913
H  0.87607  -0.33581  4.34222
H  2.07247  -0.41625  3.03309
H  0.82443  -1.70092  3.21977
H  -1.20031  1.86370  2.80675
H  -2.01305  0.29435  2.93811
H  -0.91759  0.82134  4.23598

Output
HOMO-LUMO gap (alpha / beta): 4.19 / 4.19 eV
strongest force on any atom: 3.6 eV Å⁻¹
2S+1: 1
HOMO energy (alpha / beta): -5.2 / -5.2 eV
molecular weight: 271.991 u

Entry from OMol25: a structure of composition C8H14MnN3 (wB97M-V/def2-TZVPD).

Element x y z (Å)
C  1.75419  -2.02239  -0.57697
Mn  0.17118  -0.22873  -0.28091
N  -0.88687  1.54234  0.47628
H  1.18479  0.61358  -1.20325
H  -1.73364  1.74394  -0.07331
H  1.86696  -1.03560  -0.05867
H  2.55048  -2.05499  -1.32749
H  0.79248  -2.20810  -1.08474
H  1.89337  -2.81454  0.16708
H  -1.19295  1.31421  1.42492
H  -0.34139  2.41385  0.52220
N  -1.88097  -2.90338  2.30474
C  -0.85900  -2.06374  2.04062
N  -1.07286  -1.44813  0.86848
C  -2.28808  -1.92667  0.36043
C  -2.97440  -1.60943  -0.80991
C  -4.22327  -2.21802  -1.01390
C  -4.74739  -3.13434  -0.08511
C  -4.03113  -3.46944  1.07727
C  -2.81247  -2.83439  1.26534
H  -1.97269  -3.48990  3.12461
H  -0.02679  -1.88915  2.70790
H  -2.52420  -0.90647  -1.51490
H  -4.79990  -1.98014  -1.91175
H  -5.71617  -3.59622  -0.27258
H  -4.37489  -4.19133  1.81724

Output
HOMO-LUMO gap (alpha / beta): 9.41 / 8.17 eV
strongest force on any atom: 2.0 eV Å⁻¹
expectation value of S²: 3.807
2S+1: 4
net charge: +1
HOMO energy (alpha / beta): -12.4 / -11.4 eV
molecular weight: 207.159 u

Entry from OMol25: the ion C8H14N with charge +1 (wB97M-V/def2-TZVPD).

Element x y z (Å)
C  -0.95141  -2.08649  -1.94692
N  -0.15199  -0.86818  -1.44688
C  0.27270  -0.89446  0.06094
C  1.55449  -0.08480  0.52991
C  2.50577  0.66148  -0.47247
C  0.29480  0.52787  0.88412
C  -1.13621  0.91510  0.85735
C  -1.65378  1.88361  2.00332
C  -0.61954  -0.51778  1.27731
H  -0.28544  -2.87256  -1.59282
H  -1.91823  -1.98261  -1.44121
H  -1.05678  -2.21425  -3.04175
H  -0.65788  0.05304  -1.61888
H  0.80523  -0.95659  -1.83801
H  2.16644  -0.54867  1.19505
H  1.93852  1.45939  -1.12759
H  3.03635  -0.02571  -1.11806
H  3.22542  1.32761  0.09185
H  -1.66270  0.95707  -0.09882
H  -0.95594  1.77412  2.84600
H  -2.74581  1.79502  2.08386
H  -1.44757  2.95102  1.96905
H  -0.55644  -1.25323  1.94464

Output
HOMO-LUMO gap: 10.05 eV
relative energy (zero: lowest compared OMol25 entry of this formula, charge and spin): 4.832 eV
strongest force on any atom: 5.0 eV Å⁻¹
structure (SMILES): C[NH2+][C@]12[C@@H](C)[C@]13[C@H](C)[C@@H]23
2S+1: 1
net charge: +1
HOMO energy: -13.2 eV
molecular weight: 124.207 u

no.,calculated total energy (eV)
1,-27656.910
2,-25609.946
3,-25027.517
4,-44306.738
5,-10000.247